A structure of composition C32H50BN8PtSeTe at a distorted geometry. Source: OMol25; level of theory: wB97M-V/def2-TZVPD.

Last column: Löwdin charge in e.
Positions of all 94 atoms, in Å:
Pt (0.61, 0.76, -0.56)  0.7821
C (2.91, -0.42, -2.88)  -0.0146
C (1.49, -0.58, -3.29)  -0.3108
C (0.89, -1.20, -4.38)  0.0433
C (-0.48, -1.08, -4.18)  -0.2498
C (-1.59, -1.57, -5.03)  -0.0077
N (-0.67, -0.40, -3.03)  0.0344
N (0.53, -0.09, -2.51)  -0.0698
B (-1.97, -0.23, -2.20)  -0.4921
N (-2.11, 1.25, -1.80)  0.0271
N (-1.02, 2.00, -1.57)  -0.0175
C (-1.37, 3.28, -1.50)  -0.3471
C (-0.36, 4.35, -1.34)  -0.0299
C (-2.76, 3.36, -1.68)  0.0337
C (-3.19, 2.06, -1.86)  -0.2538
C (-4.58, 1.58, -2.04)  -0.0054
N (-1.78, -1.13, -0.96)  0.0307
N (-0.57, -1.20, -0.38)  -0.0157
C (-0.49, -2.30, 0.35)  -0.3917
C (0.79, -2.74, 0.97)  -0.0622
C (-1.73, -2.96, 0.27)  0.0249
C (-2.51, -2.18, -0.56)  -0.2558
C (-3.92, -2.40, -1.00)  -0.0056
H (3.49, 0.07, -3.65)  0.0872
H (3.36, -1.39, -2.68)  0.0883
H (2.93, 0.17, -1.95)  0.0566
H (1.38, -1.69, -5.19)  0.1155
H (-1.20, -1.98, -5.94)  0.0873
H (-2.26, -0.75, -5.27)  0.0902
H (-2.17, -2.33, -4.51)  0.0867
H (-2.90, -0.57, -2.83)  0.1142
H (0.63, 3.91, -1.44)  0.0645
H (-0.45, 4.84, -0.37)  0.0749
H (-0.49, 5.11, -2.11)  0.0893
H (-3.35, 4.25, -1.69)  0.1150
H (-5.27, 2.42, -1.98)  0.0873
H (-4.85, 0.86, -1.27)  0.0799
H (-4.71, 1.09, -3.01)  0.0870
H (1.39, -1.86, 1.22)  0.0406
H (1.36, -3.35, 0.27)  0.0879
H (0.59, -3.33, 1.86)  0.0714
H (-2.00, -3.87, 0.77)  0.1127
H (-4.31, -3.31, -0.55)  0.0871
H (-3.98, -2.51, -2.08)  0.0795
H (-4.54, -1.56, -0.72)  0.0798
C (1.98, 3.67, 1.57)  -0.3749
Te (1.10, 1.71, 1.80)  1.1812
C (-0.85, 2.55, 2.09)  -0.3907
H (1.70, 4.14, 0.63)  -0.0187
H (3.06, 3.58, 1.62)  0.0035
H (1.64, 4.27, 2.40)  0.0149
H (-0.87, 3.08, 3.04)  0.0205
H (-1.57, 1.74, 2.11)  -0.0374
H (-1.10, 3.23, 1.28)  -0.0078
C (-2.56, -4.43, 4.78)  -0.0885
C (-3.81, -3.57, 4.95)  -0.2404
C (-3.63, -2.12, 4.52)  -0.2063
C (-2.91, -1.22, 5.52)  -0.1545
N (-1.54, -1.60, 5.79)  -0.0209
C (-0.54, -1.47, 4.89)  -0.6405
Se (-0.75, -0.71, 3.24)  0.7518
N (0.61, -1.95, 5.41)  -0.0142
C (1.88, -2.02, 4.73)  -0.1407
C (2.99, -1.21, 5.41)  -0.1739
C (3.05, 0.26, 4.99)  -0.2614
C (1.92, 1.09, 5.59)  -0.1103
C (0.34, -2.41, 6.69)  -0.1429
C (1.14, -3.05, 7.63)  -0.0022
C (0.54, -3.41, 8.82)  -0.0739
C (-0.80, -3.14, 9.08)  -0.0738
C (-1.61, -2.53, 8.14)  0.0003
C (-1.03, -2.18, 6.93)  -0.1555
H (-2.82, -5.49, 4.86)  0.0752
H (-1.81, -4.22, 5.55)  0.0579
H (-2.11, -4.26, 3.81)  0.0668
H (-4.14, -3.61, 5.99)  0.1057
H (-4.61, -4.01, 4.34)  0.1058
H (-4.62, -1.68, 4.36)  0.1154
H (-3.11, -2.10, 3.56)  0.0539
H (-3.45, -1.22, 6.47)  0.1252
H (-2.90, -0.20, 5.12)  0.1083
H (1.72, -1.65, 3.72)  0.0688
H (2.16, -3.08, 4.68)  0.1361
H (3.94, -1.68, 5.17)  0.1166
H (2.86, -1.26, 6.49)  0.1018
H (3.03, 0.33, 3.90)  0.0612
H (4.01, 0.67, 5.33)  0.1093
H (0.96, 0.77, 5.21)  0.0297
H (2.06, 2.14, 5.33)  0.0677
H (1.93, 1.01, 6.67)  0.0815
H (2.18, -3.28, 7.45)  0.1137
H (1.13, -3.91, 9.57)  0.1083
H (-1.22, -3.42, 10.03)  0.1082
H (-2.65, -2.33, 8.35)  0.1114

Computed properties:
- Gap between HOMO and LUMO: 5.5 eV
- Charge: +1
- Lowest unoccupied orbital energy: -4.20 eV

---

A cluster of 5 separate species, CH13NO4 in total at a distorted geometry. Source: OMol25; level of theory: wB97M-V/def2-TZVPD.

Last column: Löwdin charge in e.
Positions of all 19 atoms, in Å:
C (0.64, -0.13, 0.38)  -0.1657
N (0.33, 0.60, -0.86)  -0.0735
H (1.34, 0.34, 1.07)  0.0599
H (-0.32, -0.19, 0.91)  0.0751
H (1.00, -1.13, 0.17)  0.0433
H (-0.66, 0.59, -1.09)  0.0448
H (0.72, 0.10, -1.65)  0.0648
O (-0.86, 2.78, 0.48)  -0.0865
H (-0.53, 1.98, 0.04)  -0.0287
H (-0.13, 2.99, 1.06)  0.0191
O (0.57, 1.64, 3.49)  -0.0662
H (-0.38, 1.77, 3.40)  0.0382
H (0.77, 2.47, 3.95)  0.0396
O (1.22, -3.05, -1.67)  -0.0599
H (1.98, -3.22, -1.11)  0.0380
H (0.59, -3.74, -1.44)  0.0380
O (-2.00, -0.93, -2.62)  -0.0567
H (-2.74, -1.09, -2.01)  0.0442
H (-1.55, -1.78, -2.51)  0.0323

Computed properties:
- Gap between HOMO and LUMO: 9.6 eV
- Charge: 0
- Lowest unoccupied orbital energy: 0.33 eV
- Structure (SMILES): CN.O.O.O.O
- Energy relative to the best compared isomer or geometry (same formula, charge and spin): 116.42 kJ/mol

---

The records above yield energy values of -122476.2517, -10927.4446 eV, respectively.